The following is a quantum chemistry calculation of 2 unconnected molecules or ions with the total composition C10H20N2O2 in a non-equilibrium geometry, from the Open Molecules 2025 dataset.

Computed properties:
LUMO level: 0.03528 Ha
Calculated total energy: -652.94955 hartree
Structure (SMILES): O/C=N/NC1CCCC1.C=C(C)OC
F_max: 1.00 eV Å⁻¹
Frontier orbital gap: 8.94 eV
Highest occupied orbital energy: -0.2934 Eh

Each line ends with the natural charge from an NBO analysis.
Positions of all 34 atoms, in Å:
C: -0.90189 -2.21714 0.50814  0.346
C: 4.05004 0.84376 -0.03188  -0.401
C: 4.25913 -0.57434 -0.58871  -0.408
C: 2.76502 0.75629 0.78470  -0.402
C: 2.88635 -1.26248 -0.53321  -0.426
C: 1.89154 -0.19066 -0.03926  -0.044
C: -2.71662 1.12621 1.07746  -0.563
C: -4.89052 0.00953 0.58805  -0.663
C: -2.08991 0.86461 -1.64719  -0.276
C: -3.55450 0.58075 0.20533  0.340
N: 0.78310 -0.69648 0.73112  -0.443
N: -0.19723 -1.29717 0.00539  -0.343
O: -1.96038 -2.72668 -0.13940  -0.674
O: -3.32718 0.42584 -1.13281  -0.516
H: -0.75228 -2.67112 1.49072  0.140
H: 4.89651 1.17708 0.56604  0.211
H: 3.91369 1.55153 -0.85062  0.198
H: 4.64593 -0.53789 -1.60585  0.208
H: 4.98195 -1.11894 0.01884  0.203
H: 2.96315 0.30397 1.75820  0.192
H: 2.29615 1.72489 0.94177  0.218
H: 2.58508 -1.66940 -1.49680  0.216
H: 2.89886 -2.08728 0.18333  0.197
H: 1.45893 0.34053 -0.89233  0.199
H: -2.09099 -2.22604 -0.95808  0.492
H: -2.99256 1.19466 2.11331  0.207
H: -1.74483 1.50028 0.81629  0.210
H: -4.75343 -0.87895 1.20189  0.226
H: -5.43387 -0.26852 -0.31074  0.227
H: -5.47349 0.73237 1.15281  0.223
H: -1.26002 0.30877 -1.19994  0.208
H: -1.94971 1.93609 -1.47207  0.174
H: -2.13050 0.67850 -2.71942  0.190
H: 1.06635 -1.20475 1.57087  0.335

=====

The following is a quantum chemistry calculation of a molecular structure, C10H12N2 in a non-equilibrium geometry, from the Open Molecules 2025 dataset.

Computed properties:
LUMO level: 0.03154 Ha
Calculated total energy: -497.44489 hartree
F_max: 15.68 eV Å⁻¹
Frontier orbital gap: 10.06 eV
Highest occupied orbital energy: -0.3381 Eh

Each line ends with the natural charge from an NBO analysis.
Positions of all 24 atoms, in Å:
C: 1.52304 1.50365 2.94125  -0.614
C: 0.51861 1.55470 1.89009  -0.105
C: 0.95495 2.47522 0.59318  -0.189
C: 0.21972 0.53616 -0.08336  0.417
C: -0.35440 -0.59253 -0.94973  -0.073
C: -0.01210 -1.86277 -0.78688  -0.228
C: -0.51568 -2.99952 -1.53129  -0.194
C: -1.40435 -2.69439 -2.53999  -0.229
C: -1.99047 -1.35946 -2.58571  -0.185
C: -1.37026 -0.40907 -1.92785  -0.202
H: 1.09794 0.90151 3.84709  0.233
H: 1.83880 2.71591 3.49250  0.203
H: 2.73933 1.25822 2.55307  0.220
H: -0.45480 2.14722 2.44889  0.175
H: 0.31569 3.63289 0.66122  0.225
H: 1.79984 2.22298 0.64026  0.146
H: -0.14403 -0.39097 1.41611  0.368
H: 0.85020 -2.12244 -0.25683  0.212
H: 0.13816 -4.22459 -1.62205  0.223
H: -1.97920 -3.39295 -3.26845  0.221
H: -2.88809 -1.20580 -3.48991  0.219
H: -1.75375 0.47428 -2.07664  0.209
N: 0.49845 1.56731 -0.62976  -0.442
N: 0.37240 0.26444 1.26478  -0.608

=====

The following is a quantum chemistry calculation of 2 unconnected molecules or ions with the total composition C4H10N2O2 in a non-equilibrium geometry, from the Open Molecules 2025 dataset.

Computed properties:
LUMO level: -0.18988 Ha
Calculated total energy: -418.09606 hartree
F_max: 4.78 eV Å⁻¹
Frontier orbital gap: 4.10 eV
Highest occupied orbital energy: -0.3407 Eh

Each line ends with the natural charge from an NBO analysis.
Positions of all 18 atoms, in Å:
C: -0.47264 0.59586 0.16626  -0.297
N: -1.91015 0.14131 0.15910  -0.200
C: -2.20932 -1.09391 0.54409  0.397
O: -1.41826 -1.96039 1.06953  -0.454
C: 0.45960 -0.15794 -0.76726  -0.043
C: 1.69536 -0.76487 0.00678  -0.621
O: 1.77015 1.97388 0.58558  -0.897
N: 1.00025 0.78691 -1.78697  -0.737
H: -0.44325 1.64544 -0.01803  0.256
H: -0.14550 0.42925 1.16762  0.291
H: 1.24484 1.56956 -1.13024  0.413
H: -3.31922 -1.26242 0.28850  0.157
H: -0.21512 -0.90536 -1.27119  0.205
H: 2.20928 -1.52827 -0.65861  0.209
H: 1.40842 -1.38404 0.94607  0.223
H: 2.23335 0.14394 0.18547  0.270
H: 1.95587 2.61311 1.27849  0.446
H: 1.78753 0.59843 -2.33312  0.382

=====

The following is a quantum chemistry calculation of a molecular structure, C12H4Cl5S2Sc in a non-equilibrium geometry, from the Open Molecules 2025 dataset.

Computed properties:
LUMO level: -0.03353 Ha
Calculated total energy: -4317.79446 hartree
F_max: 1.39 eV Å⁻¹
Frontier orbital gap: 7.16 eV
Highest occupied orbital energy: -0.2967 Eh

Each line ends with the natural charge from an NBO analysis.
Positions of all 24 atoms, in Å:
Sc: 0.33304 0.08005 0.12503  1.609
Cl: -2.11613 0.38071 -1.13373  0.061
C: -0.99557 1.15814 -2.22439  -0.053
C: 0.35802 0.92516 -1.94884  -0.579
C: 1.24594 1.60771 -2.78764  -0.031
Cl: 2.92539 1.44920 -2.41646  0.040
C: 0.83514 2.41489 -3.84815  -0.097
Cl: 1.97858 3.21101 -4.85014  0.071
C: -0.53187 2.59195 -4.07754  -0.064
Cl: -1.06429 3.59374 -5.35901  0.080
C: -1.46608 1.97036 -3.24576  -0.111
Cl: -3.14059 2.23918 -3.47832  0.069
S: -0.07975 1.99456 1.55785  -0.309
C: 0.66865 1.42317 3.05506  -0.186
C: 0.85882 2.37343 4.05624  -0.206
C: 1.40383 2.03004 5.27457  -0.214
C: 1.78077 0.71499 5.51224  -0.210
C: 1.60688 -0.23665 4.53097  -0.220
C: 1.05075 0.09176 3.29653  -0.150
S: 0.86694 -1.26419 2.15679  -0.371
H: 0.56105 3.38914 3.84193  0.219
H: 1.53663 2.78300 6.03771  0.215
H: 2.21100 0.43943 6.46305  0.215
H: 1.89918 -1.26250 4.69676  0.221

=====

The following is a quantum chemistry calculation of 2 unconnected molecules or ions with the total composition C5H8N in a non-equilibrium geometry, from the Open Molecules 2025 dataset.

Computed properties:
LUMO level (spin up / spin down): -0.19559 / -0.21729 Ha
Calculated total energy: -249.56268 hartree
Net charge: +1
F_max: 3.05 eV Å⁻¹
Frontier orbital gap (spin up / spin down): 8.22 / 7.60 eV
Highest occupied orbital energy (spin up / spin down): -0.4976 / -0.4965 Eh

Each line ends with the natural charge from an NBO analysis.
Positions of all 14 atoms, in Å:
C: 1.03782 1.00229 1.43616  0.162
C: 0.42982 -2.17112 -0.28662  -0.378
C: 0.25478 -0.93504 0.05357  0.222
C: -0.25371 0.71060 2.05479  -0.198
C: -0.59352 0.58026 -1.78910  -0.368
N: 0.42217 -0.02391 0.96381  -0.268
H: 1.92783 1.56989 1.32542  0.266
H: 0.87905 -2.87751 0.40482  0.248
H: 0.14998 -2.57018 -1.24497  0.257
H: -0.29453 0.22350 3.02427  0.234
H: -1.12942 1.29465 1.80248  0.229
H: -0.18573 -0.02503 -2.57653  0.206
H: -0.08358 1.48155 -1.50763  0.186
H: -1.63573 0.47528 -1.54955  0.203

=====

Repeat the fourth record exactly.
The following is a quantum chemistry calculation of a molecular structure, C12H4Cl5S2Sc in a non-equilibrium geometry, from the Open Molecules 2025 dataset.

Computed properties:
LUMO level: -0.03353 Ha
Calculated total energy: -4317.79446 hartree
F_max: 1.39 eV Å⁻¹
Frontier orbital gap: 7.16 eV
Highest occupied orbital energy: -0.2967 Eh

Each line ends with the natural charge from an NBO analysis.
Positions of all 24 atoms, in Å:
Sc: 0.33304 0.08005 0.12503  1.609
Cl: -2.11613 0.38071 -1.13373  0.061
C: -0.99557 1.15814 -2.22439  -0.053
C: 0.35802 0.92516 -1.94884  -0.579
C: 1.24594 1.60771 -2.78764  -0.031
Cl: 2.92539 1.44920 -2.41646  0.040
C: 0.83514 2.41489 -3.84815  -0.097
Cl: 1.97858 3.21101 -4.85014  0.071
C: -0.53187 2.59195 -4.07754  -0.064
Cl: -1.06429 3.59374 -5.35901  0.080
C: -1.46608 1.97036 -3.24576  -0.111
Cl: -3.14059 2.23918 -3.47832  0.069
S: -0.07975 1.99456 1.55785  -0.309
C: 0.66865 1.42317 3.05506  -0.186
C: 0.85882 2.37343 4.05624  -0.206
C: 1.40383 2.03004 5.27457  -0.214
C: 1.78077 0.71499 5.51224  -0.210
C: 1.60688 -0.23665 4.53097  -0.220
C: 1.05075 0.09176 3.29653  -0.150
S: 0.86694 -1.26419 2.15679  -0.371
H: 0.56105 3.38914 3.84193  0.219
H: 1.53663 2.78300 6.03771  0.215
H: 2.21100 0.43943 6.46305  0.215
H: 1.89918 -1.26250 4.69676  0.221

=====

- What is the F_max in the third record?
  4.78 eV Å⁻¹